DFT (ωB97M-V with the def2-TZVPD basis set) results for a cluster of 2 separate species, C3H10O2S2 in total.

Each line ends with the Löwdin charge.
Atoms and positions in Å:
C -0.43476 1.58139 0.34418  -0.178
C 1.04426 1.28750 0.62483  -0.215
O 1.37601 -0.09985 0.82143  -0.089
C -1.22895 0.35763 -0.13286  -0.522
S -1.88493 -0.80689 1.05801  0.754
S -1.61682 -2.50716 -0.00563  0.654
H -0.94383 1.94146 1.24821  0.122
H -0.41285 2.33027 -0.44488  0.131
H 1.48886 1.82288 1.45347  0.120
H 1.73399 1.62892 -0.15374  0.126
H 0.58286 -0.61234 0.99656  0.014
H -2.14697 0.71277 -0.62517  0.108
H -0.69695 -0.11320 -0.96270  0.084
H -2.86251 -2.98588 0.20475  -0.105
H 2.36090 -2.16248 -1.79385  0.049
H 1.99709 -0.79704 -1.09841  0.014
O 1.64461 -1.57797 -1.53419  -0.069

HOMO-LUMO gap (alpha / beta), eV: 9.1 / 5.6
Spin multiplicity: 2
⟨S²⟩: 0.754
E_LUMO (alpha / beta), eV: -4.95 / -8.42
Charge: +1

---

DFT (ωB97M-V with the def2-TZVPD basis set) results for a cluster of 3 separate species, C3H10O3 in total.

Each line ends with the Löwdin charge.
Atoms and positions in Å:
C 1.78661 1.05374 0.35854  -0.045
C 1.25224 0.00981 0.96092  -0.154
C -0.13217 -0.05983 1.66057  -0.265
O -0.46755 -1.38042 1.92756  -0.078
H 2.40028 1.03870 -0.58064  0.075
H 1.54661 2.06724 0.72514  0.070
H 1.71864 -0.97975 0.81735  0.108
H -0.92710 0.25123 0.89671  0.127
H -0.21797 0.39099 2.68403  0.133
H -0.12813 -1.85753 1.19269  0.046
O -1.12971 1.53164 -1.58779  -0.070
H -1.18290 2.11896 -2.38583  0.068
H -0.18975 1.55702 -1.43141  -0.005
O -1.22784 -2.24907 -1.61364  -0.078
H -2.08454 -2.24320 -1.99809  0.006
H -1.01673 -1.24953 -1.62611  0.063

HOMO-LUMO gap, eV: 10.2
E_LUMO, eV: 0.43
Charge: 0

---

DFT (ωB97M-V with the def2-TZVPD basis set) results for a cluster of 3 separate species, C3H10O3 in total.

Each line ends with the Löwdin charge.
Atoms and positions in Å:
C 1.87338 -0.35224 0.67489  -0.012
C 0.58401 -0.34152 0.34878  -0.162
C -0.40753 -1.38996 0.73138  -0.251
O -1.70676 -0.74514 0.79556  -0.101
H 2.59753 0.23478 0.09572  0.048
H 2.41216 -0.59881 1.59004  0.061
H 0.09192 0.62966 0.23587  0.120
H -0.30581 -1.87109 1.71676  0.119
H -0.52971 -2.21122 0.01237  0.110
H -2.31985 -1.39042 1.13043  0.063
O 1.12299 5.40229 0.62712  -0.072
H 2.05044 5.35211 0.91942  0.038
H 1.37744 5.63714 -0.27901  0.034
O -1.95413 -2.62805 -2.68484  -0.048
H -2.48742 -3.38826 -2.44092  0.031
H -2.39865 -2.33929 -3.47357  0.023

HOMO-LUMO gap, eV: 9.4
E_LUMO, eV: 0.79
Charge: 0

---

DFT (ωB97M-V with the def2-TZVPD basis set) results for a cluster of 3 separate species, C3H10O3 in total.

Each line ends with the Löwdin charge.
Atoms and positions in Å:
C 1.21087 1.03125 1.05079  -0.125
C 0.48865 1.21186 -0.26476  -0.204
C 0.73708 -0.09014 -0.99578  -0.251
O -0.07623 -0.79407 -1.60263  -0.023
H 2.29498 1.20290 0.84917  0.086
H 0.81428 1.67986 1.90691  0.098
H 1.05901 0.03872 1.57555  0.082
H 1.00070 1.97312 -0.85085  0.121
H -0.55842 1.33856 -0.11338  0.085
H 1.76669 -0.57853 -1.05901  0.148
O -2.53253 0.04145 -0.37300  -0.068
H -1.86876 -0.44330 -0.88407  -0.008
H -3.35406 -0.05629 -0.87090  0.045
O 0.03894 -2.21776 0.68686  -0.052
H -0.40319 -2.80948 0.08642  0.038
H -0.61801 -1.52816 0.85869  0.029

HOMO-LUMO gap, eV: 10.8
E_LUMO, eV: 0.85
Charge: 0

---

DFT (ωB97M-V with the def2-TZVPD basis set) results for a cluster of 3 separate species, C3H10O3S2 in total.

Each line ends with the Löwdin charge.
Atoms and positions in Å:
O -0.26666 -0.53058 3.61668  0.046
C -0.79404 0.16274 2.79875  -0.233
C 0.02251 0.83491 1.55671  -0.187
C -0.17035 -0.13587 0.37950  -0.547
S 1.40401 -0.33431 -0.58139  0.432
S 1.22908 -1.84477 -2.02679  0.336
H -1.90562 0.36060 2.96457  0.135
H 1.10777 1.08607 1.81341  0.119
H -0.34673 1.80931 1.11382  0.105
H -0.83677 0.26499 -0.37936  0.013
H -0.52274 -1.06886 0.73400  0.064
H 0.73421 -0.98580 -2.92351  -0.217
O -0.68440 1.80474 -1.83861  -0.052
H 0.12415 1.38086 -1.55246  -0.039
H -0.62197 2.35803 -2.58578  0.039
O -2.61349 1.39616 0.08971  -0.104
H -3.57542 1.23316 -0.25496  0.111
H -2.11860 1.89369 -0.55093  -0.019

HOMO-LUMO gap, eV: 9.7
E_LUMO, eV: 0.33
Charge: 0

---

DFT (ωB97M-V with the def2-TZVPD basis set) results for a cluster of 3 separate species, C3H10O3S2 in total.

Each line ends with the Löwdin charge.
Atoms and positions in Å:
C 1.01716 -1.17005 -0.62657  -0.220
C 0.28081 -2.32950 -0.11093  -0.198
O 1.02287 -3.36902 0.03384  0.029
C 1.44799 -0.42759 0.68622  -0.434
S 1.92272 1.33369 0.25072  0.741
S 2.69487 2.07716 2.14546  0.573
H 1.87162 -1.55705 -1.23696  0.148
H 0.32380 -0.47444 -1.23910  0.117
H -0.80054 -2.35948 -0.09274  0.131
H 0.62430 -0.21865 1.43682  0.113
H 2.30061 -0.89890 1.08001  0.072
H 1.89831 1.47673 3.07146  -0.118
H -2.19775 2.99655 0.12184  -0.013
H -3.35292 2.13910 0.24906  0.061
O -2.47579 2.18257 -0.09884  0.020
H -2.46375 0.08155 -2.54138  -0.005
H -2.16340 0.68496 -1.30137  0.045
O -1.95094 -0.16766 -1.82755  -0.063

HOMO-LUMO gap (alpha / beta), eV: 7.7 / 4.9
Spin multiplicity: 2
⟨S²⟩: 0.755
E_LUMO (alpha / beta), eV: -5.68 / -8.48
Charge: +1

---

DFT (ωB97M-V with the def2-TZVPD basis set) results for a cluster of 4 separate species, C3H10O4 in total.

Each line ends with the Löwdin charge.
Atoms and positions in Å:
O -2.86554 0.70136 -0.15243  -0.305
C 0.96272 -0.85137 -0.90883  -0.304
O 0.82352 0.15574 -1.59269  0.081
C 1.56862 -0.88297 0.36694  0.135
C 1.89168 0.37468 1.07916  -0.001
H -0.17136 1.08422 -0.22338  -0.034
H 0.73895 -1.84004 -1.35028  0.133
H 1.83051 -1.84410 0.80332  0.139
H 1.03613 1.05971 1.09591  0.086
H 2.24718 0.10210 2.06559  0.095
H 2.65851 0.87150 0.47661  0.137
H -1.55805 1.68422 0.11562  0.010
H -1.26234 -1.22845 -1.31199  0.028
O -1.42736 -1.33058 -0.37077  -0.060
H -3.76422 0.93303 -0.39743  -0.028
H -2.06846 -0.55116 -0.14810  -0.012
O -0.64051 1.56210 0.45275  -0.099

HOMO-LUMO gap, eV: 4.1
E_LUMO, eV: -4.43
Charge: 0

---

DFT (ωB97M-V with the def2-TZVPD basis set) results for a structure of composition C3H10O5P2.

Each line ends with the Löwdin charge.
Atoms and positions in Å:
C 0.21057 0.88204 -0.84860  -0.479
C 1.55168 1.40749 -1.04861  -0.156
C -0.54696 0.46399 -2.06257  -0.122
O -2.06926 -0.18408 3.19335  -0.260
O -3.92772 -0.82969 1.69000  -0.213
O 0.63736 -2.47075 1.77119  -0.128
O 0.25153 0.94613 2.01072  -0.335
O -1.73210 -0.22050 0.76427  -0.469
P -2.87056 0.33690 1.89897  0.743
P -0.24185 0.42047 0.73366  0.717
H 2.02971 1.08184 -1.91833  0.051
H 2.20474 1.12950 -0.17041  0.084
H 1.58728 2.60465 -0.91402  0.136
H -1.66848 0.22634 -1.85209  0.113
H -0.33510 1.11073 -2.83640  0.046
H -0.09790 -0.35348 -2.58801  0.070
H -0.27181 -2.31823 2.15623  0.036
H -3.59427 -1.68828 1.52102  0.047
H 1.19111 -1.85787 2.39556  0.090
H -1.20068 0.18498 3.36648  0.031

HOMO-LUMO gap, eV: 8.4
E_LUMO, eV: 0.17
Charge: 0

---

DFT (ωB97M-V with the def2-TZVPD basis set) results for a structure of composition C3H10OP2.

Each line ends with the Löwdin charge.
Atoms and positions in Å:
C -2.68984 -0.51622 1.98853  -0.154
C 2.12218 1.31274 -0.03254  -0.338
C 1.26807 -0.50039 -1.95459  -0.409
O -1.36685 -0.20966 1.50650  -0.642
P -1.00104 0.32851 0.00929  0.603
P 1.08826 -0.28316 -0.14140  0.603
H -2.46478 -1.02001 2.97221  0.100
H -3.21101 -1.22071 1.35259  0.066
H -3.20545 0.41388 2.17710  0.070
H 2.88934 1.07966 -0.73953  0.006
H 2.66274 1.50610 0.83383  -0.011
H 1.51347 2.21990 -0.17925  0.034
H 2.06377 -1.30910 -2.03579  0.045
H 1.49995 0.36603 -2.51765  0.012
H 0.37240 -1.07502 -2.31485  0.014
H -1.54120 -1.09256 -0.92445  0.003

HOMO-LUMO gap, eV: 8.7
E_LUMO, eV: 0.86
Charge: 0

---

DFT (ωB97M-V with the def2-TZVPD basis set) results for a cluster of 2 separate species, C3H10OS in total.

Each line ends with the Löwdin charge.
Atoms and positions in Å:
C -1.46240 2.11858 -0.50070  -0.190
C -1.96693 0.71444 -0.15745  -0.549
S -0.92572 -0.67391 -0.84314  0.741
C 0.64267 -0.07567 -0.14823  -0.440
H -0.47665 2.44732 -0.13078  0.061
H -2.24016 2.74817 -0.03668  0.073
H -1.49543 2.26662 -1.59322  0.076
H -2.00058 0.73796 0.94879  0.073
H -3.00089 0.56239 -0.52248  0.071
H 0.86391 0.95637 -0.46848  0.021
H 1.52845 -0.70270 -0.34532  0.032
H 0.44799 -0.07305 0.93745  0.034
O 3.24943 -3.87198 0.62224  -0.088
H 3.05513 -2.93788 0.86295  0.038
H 3.78115 -4.21666 1.37505  0.048

HOMO-LUMO gap, eV: 9.2
E_LUMO, eV: 0.69
Charge: 0

---

DFT (ωB97M-V with the def2-TZVPD basis set) results for a cluster of 2 separate species, C3H10OS in total.

Each line ends with the Löwdin charge.
Atoms and positions in Å:
C 1.11335 1.72312 0.82340  -0.461
S 0.97178 2.19867 -0.88370  0.744
C 0.10183 0.91838 -1.74608  -0.468
H 1.79817 0.90345 1.05430  0.033
H 0.19421 1.45281 1.34748  0.038
H 1.52094 2.64678 1.23321  0.018
H 0.11447 1.16907 -2.80910  0.024
H 0.56464 -0.06606 -1.85597  0.040
H -0.95643 0.97719 -1.49625  0.031
C -1.04197 -3.54138 1.63582  -0.167
O -1.86610 -2.72546 0.80796  -0.122
H -1.67150 -4.11535 2.34047  0.076
H -0.39723 -4.26283 1.14333  0.073
H -0.47187 -2.85164 2.25728  0.074
H -2.01467 -3.19076 -0.01529  0.066

HOMO-LUMO gap, eV: 9.2
E_LUMO, eV: 0.78
Charge: 0

---

DFT (ωB97M-V with the def2-TZVPD basis set) results for a cluster of 2 separate species, C3H10OS in total.

Each line ends with the Löwdin charge.
Atoms and positions in Å:
C 2.62350 0.99122 -0.01486  -0.190
C 1.84454 -0.05971 -0.81788  -0.614
S 0.95665 -1.13970 0.34386  0.702
H 3.62379 0.63440 0.21653  0.067
H 2.51911 2.02684 -0.37848  0.072
H 2.10323 1.07168 0.95057  0.036
H 2.49361 -0.84087 -1.20376  0.027
H 1.39850 0.29131 -1.75963  0.079
H -0.15315 -1.31882 -0.37915  -0.162
C -2.89815 0.06838 0.46166  -0.167
O -2.35003 -1.25207 0.47886  -0.163
H -2.45196 0.61763 1.31809  0.082
H -4.02814 0.22125 0.48291  0.094
H -2.66825 0.57047 -0.47022  0.063
H -3.01326 -1.88200 0.77152  0.076

HOMO-LUMO gap, eV: 9.4
E_LUMO, eV: 0.86
Charge: 0

---

Calculated energy above the lowest of the compared OMol25 structures with the same formula, charge and spin, 12.7; 44.1; 65.5; 15.6; 29.9; 23.0; 153.2; 45.8; 37.6; 10.1; 24.0; 31.1 kcal per mole (same order as the records).